The following is a DFT calculation (wB97M-V/def2-TZVPD) of C35H51CsN7Si2 as an isolated structure.

Output
Energy above the lowest of the compared OMol25 structures with the same formula, charge and spin   8.5 kJ/mol
Strongest force on any atom   0.0100 hartree/bohr
Frontier orbital gap   5.47 eV
Total charge   -1

Last column: Löwdin charge in e.
Positions of all 96 atoms, in Å:
Cs 0.8132 -0.2249 -0.3136  0.96
Si -1.2938 0.6145 -4.4335  0.42
Si 1.2545 -1.2453 -4.1396  0.40
N 2.1252 1.4411 -2.5194  -0.02
N 0.6604 -2.9885 0.8964  -0.01
N 1.8515 -0.1101 3.5536  0.02
N 1.5371 1.6700 1.9497  0.02
N -2.3932 2.4790 -0.1852  -0.28
N 1.5460 -0.9490 2.6516  0.02
N -1.6029 -0.1081 2.2924  -0.28
C 1.2283 -5.5367 -1.7368  -0.10
C 1.9469 3.7778 -3.9998  -0.10
C 2.0919 2.1363 4.2295  -0.03
C -1.1247 -5.2272 -1.4409  -0.11
C 2.6223 -1.6989 -2.9116  -0.22
C 1.6548 -2.2753 2.9953  -0.23
C -2.0008 -1.4942 2.4471  -0.10
C -2.0755 2.0313 1.1593  -0.22
C -0.8781 -4.3002 -0.4386  -0.03
C 1.8009 1.2436 3.1857  -0.35
C 0.1134 -2.7503 -4.1989  -0.18
C 2.1616 -1.2631 -5.8136  -0.19
C 2.0211 -4.9614 3.6716  -0.11
C 1.4966 -4.6501 2.4577  -0.03
C -1.5438 0.6704 -6.3242  -0.19
C 1.1589 2.6938 -4.3053  -0.07
C 2.8908 2.4939 -2.2523  -0.20
C 1.8250 3.9347 2.6845  -0.08
C 2.1951 -2.6540 4.2513  -0.06
C 2.0942 3.4909 3.9755  -0.08
C 1.2532 -3.2869 2.0329  -0.26
C 0.4067 0.3375 -3.8294  -0.37
C 1.2278 1.4879 -3.5493  -0.41
C -2.0389 2.2164 -3.7534  -0.18
C -1.4601 0.5294 3.5866  -0.10
C -0.0752 -5.8555 -2.0959  -0.12
C 1.5608 2.9818 1.7175  -0.17
C -2.5240 -0.6992 -3.8435  -0.18
C -3.8255 2.5350 -0.4086  -0.10
C 1.4795 -4.6144 -0.7345  -0.05
C 0.4294 -3.9812 -0.0535  -0.34
C 2.3847 -3.9568 4.6030  -0.12
C -1.7866 3.7705 -0.4455  -0.10
C -2.5338 0.5997 1.4307  -0.22
C 2.8517 3.6965 -2.9358  -0.12
H 1.4652 -1.1014 -6.6416  0.01
H -2.4082 0.5336 4.1556  0.09
H -4.0210 2.8500 -1.4339  0.08
H -0.5740 -2.7313 -5.0488  0.02
H 2.4725 -1.8577 4.9267  0.09
H -2.5797 0.0671 0.4752  0.11
H 2.0608 -6.0015 -2.2525  0.10
H 1.8812 4.6781 -4.6017  0.09
H 2.9036 -0.4594 -5.8507  0.02
H 3.3583 -0.8968 -2.8333  0.02
H -3.5380 -0.3499 -4.0672  0.02
H -0.9907 2.0617 1.2887  0.08
H 1.3600 3.2857 0.6933  0.09
H 0.4975 2.7327 -5.1621  0.09
H 1.8245 4.9855 2.4285  0.10
H -3.0543 2.3444 -4.1431  0.03
H 3.1283 -2.6107 -3.2454  0.03
H 2.1585 -6.0061 3.9307  0.10
H -4.3259 3.2421 0.2778  0.09
H -3.5553 0.5857 1.8551  0.12
H 2.4985 -4.3589 -0.4675  0.12
H -2.0913 2.1369 -2.6652  0.00
H -2.5943 0.8148 -6.5972  0.02
H -2.4515 -0.8448 -2.7614  0.02
H -2.9889 -1.5858 2.9334  0.09
H 1.2140 -5.4446 1.7805  0.10
H 3.4999 4.5184 -2.6634  0.08
H 2.2465 -1.8991 -1.9071  -0.07
H -4.2710 1.5503 -0.2678  0.08
H -2.1481 -5.4518 -1.7177  0.10
H 3.5762 2.3709 -1.4141  0.10
H -2.1323 4.5435 0.2638  0.09
H -2.3948 -1.6725 -4.3175  0.01
H 0.7401 -3.6417 -4.3063  0.03
H -0.2685 -6.5664 -2.8890  0.09
H -1.7028 -3.8120 0.0669  0.09
H -0.7073 -0.0029 4.1692  0.08
H -1.2619 -2.0238 3.0494  0.08
H 2.6808 -2.2119 -5.9834  0.02
H -0.7016 3.6916 -0.3669  0.07
H -1.2064 -0.2653 -6.7809  0.01
H 2.8105 -4.2212 5.5620  0.08
H 2.3059 1.7314 5.2083  0.10
H -1.4640 3.1102 -4.0010  0.02
H -0.4771 -2.8791 -3.2884  0.02
H -2.0402 -1.9793 1.4722  0.06
H -0.9653 1.4781 -6.7830  0.01
H -1.1260 1.5611 3.4738  0.07
H -2.5054 2.7266 1.9057  0.12
H 2.3121 4.1974 4.7671  0.10
H -2.0284 4.0938 -1.4577  0.08

---

The following is a DFT calculation (wB97M-V/def2-TZVPD) of C35H52AsAuOP3 as an isolated structure.

Output
Energy above the lowest of the compared OMol25 structures with the same formula, charge and spin   90.2 kJ/mol
Strongest force on any atom   0.0541 hartree/bohr
Frontier orbital gap (spin up / spin down)   6.61 / 2.65 eV
Spin multiplicity   3
Total charge   +3

Last column: Mulliken spin population.
Positions of all 93 atoms, in Å:
Au -0.6564 -1.1387 0.0215  0.33
As 3.6790 0.5439 -0.2566  0.03
P -1.2822 0.0352 -2.0061  0.19
P -2.5901 -1.9964 1.5914  0.31
P -0.6343 0.9346 1.2605  0.25
O 3.7413 -2.3753 -2.0470  0.09
C 6.4840 0.7016 -1.1419  0.00
C 0.0680 0.6363 2.9047  0.06
C 4.8366 4.0334 1.9103  0.00
C 0.3238 -3.0073 0.2892  0.09
C 4.5554 3.6505 3.2239  0.00
C 0.2314 -2.7272 -1.1610  0.04
C 5.9638 -1.1105 0.4017  0.00
C 0.2242 0.4246 -2.9544  0.03
C 1.6000 -2.8747 0.9211  0.01
C 2.7467 -2.7667 0.1585  0.03
C 0.8512 -5.6685 -0.4601  0.00
C 4.0175 2.3857 3.4902  0.00
C 3.0169 2.9066 -1.9233  0.00
C 3.8331 0.9317 -3.1008  0.00
C 0.4910 2.1371 0.4819  0.07
C 3.0869 2.8684 -4.3429  0.00
C 8.2536 -0.7266 -0.2938  0.00
C 1.4241 -2.5126 -1.8905  0.16
C 5.5522 -0.0370 -0.4044  0.00
C -2.1434 1.9124 1.5638  0.01
C 2.8008 3.5379 -3.1523  0.00
C 4.5891 3.1501 0.8499  0.00
C 0.1308 -5.3629 -1.5449  0.01
C 4.0078 1.9102 1.1180  0.00
C 3.7453 1.5057 2.4398  0.00
C -2.0246 -2.5327 3.2454  0.02
C 2.6391 -2.5688 -1.2420  0.14
C 7.8427 0.3608 -1.0674  0.00
C 7.3112 -1.4806 0.4191  0.00
C -2.3381 -0.9604 -3.0979  0.03
C -2.1388 1.6349 -1.8756  0.01
C 3.5631 1.6142 -1.9033  0.00
C -3.3665 -3.4911 0.8986  0.03
C 3.5970 1.5680 -4.3193  0.00
C -4.0203 -0.9365 1.9966  0.03
H -3.0663 1.3524 1.3723  0.00
H 4.7679 4.3318 4.0484  0.00
H -4.3589 -0.4074 1.0962  0.00
H 3.8108 2.0738 4.5139  0.00
H 8.5738 0.9493 -1.6253  0.00
H 4.8367 3.4285 -0.1735  0.00
H -1.4656 2.4115 -1.4898  0.00
H 3.7423 -2.7939 0.6070  0.01
H -3.0137 1.5577 -1.2173  0.00
H -0.0205 0.5507 -4.0187  0.00
H 0.6165 -5.2101 -2.5204  0.00
H -1.8442 -1.9092 -3.3462  0.00
H 5.2416 -1.6369 1.0314  0.00
H 0.0724 3.1489 0.5826  0.01
H -2.1216 2.8067 0.9258  0.00
H 1.4059 -2.4543 -2.9816  -0.05
H 2.7899 3.4289 -0.9914  0.00
H -4.3639 -3.6286 1.3386  0.01
H -2.7645 -4.3829 1.1168  0.00
H 3.3536 0.5026 2.6333  0.00
H 2.9150 3.3629 -5.2959  0.00
H -0.6424 -3.0753 -1.7158  0.02
H -0.2707 1.4393 3.5751  0.01
H -2.5321 -0.3967 -4.0232  0.01
H 0.3994 -5.8793 0.5123  0.00
H -0.4113 -3.6930 0.7113  0.04
H -1.0787 -3.0838 3.1577  0.00
H 4.2361 -0.0857 -3.0710  0.00
H 0.9457 -0.3943 -2.8552  0.00
H -0.2481 -0.3353 3.3078  0.00
H 2.4122 4.5557 -3.1635  0.00
H -4.8473 -1.5649 2.3593  0.01
H 1.9332 -5.8345 -0.5264  0.00
H 5.2549 5.0181 1.6957  0.00
H -3.4740 -3.3743 -0.1880  0.00
H -1.8746 -1.6611 3.8984  0.00
H -2.7766 -3.1974 3.6999  0.01
H 4.5048 -2.8437 -1.6834  -0.01
H 9.3091 -0.9925 -0.2398  0.00
H -2.1235 2.2208 2.6189  0.00
H 3.8239 1.0362 -5.2422  0.00
H -3.7585 -0.2100 2.7784  0.00
H 7.6206 -2.3534 0.9952  0.00
H 0.7034 1.3369 -2.5789  0.00
H -3.2943 -1.1705 -2.5960  0.00
H -2.4741 1.9184 -2.8843  0.01
H 0.6431 1.9106 -0.5810  0.00
H 6.1526 1.5295 -1.7694  0.00
H 1.1636 0.6586 2.8342  -0.03
H 1.4675 2.0895 0.9848  -0.01
H -0.9663 -5.3915 -1.5616  0.00
H 1.6669 -2.9322 2.0072  0.00

---

> Among the records above, which one has the highest energy above the lowest of the compared OMol25 structures with the same formula, charge and spin?

C35H52AsAuOP3

---

> Which of these has the lowest total charge?

C35H51CsN7Si2

---

> energy above the lowest of the compared OMol25 structures with the same formula, charge and spin of number 1 (C35H51CsN7Si2)?

8.5 kJ/mol

---

> Which formula does entry 2 have?

C35H52AsAuOP3